ORCA calculation (ωB97M-V/def2-TZVPD) on a cluster of 4 separate species, C33H41F6N3O9PS2 in total at a distorted geometry.

Results
E_HOMO: -10.19 eV
frontier orbital gap: 7.168 eV
E_LUMO: -3.02 eV
ΔE to the lowest compared entry with this formula, charge and spin: 0.0 kJ/mol
E: -3860.116149 hartree
total charge: +1

Each atom is followed by the atoms it is bonded to, with distances in Å.
Geometry (Å):
1 S 1.596 -3.454 -2.611  O11 1.448, O15 1.456, C35 1.861, C40 1.861
2 S -0.428 -3.118 4.280  C22 1.836, C48 1.793
3 P -2.636 -1.898 -0.475  O10 1.483, O14 1.650, O16 1.653, C28 1.867
4 F 1.945 2.426 2.693  C43 1.358
5 F 3.371 -4.254 -4.304  C40 1.356
6 F 3.015 -5.702 -2.758  C40 1.348
7 F 4.273 -3.876 -2.366  C40 1.354
8 F 3.129 4.275 -4.151  C26 1.345
9 F -5.804 0.328 -2.994  C27 1.351
10 O -3.999 -1.352 -0.262  P3 1.483
11 O 1.425 -2.244 -3.387  S1 1.448
12 O 1.054 3.668 -0.834  C24 1.444, H70 0.974
13 O 1.372 0.109 -0.434  C29 1.399, C51 1.438
14 O -2.590 -3.469 0.027  P3 1.650, H72 0.981
15 O 0.515 -4.364 -2.960  S1 1.456
16 O -2.328 -1.765 -2.093  P3 1.653, H82 0.978
17 O -2.555 -4.378 3.223  C25 1.391, C48 1.344
18 O 0.160 -2.371 -0.722  C35 1.412, C38 1.428
19 N 2.409 -1.468 0.935  C23 1.505, C29 1.508, C47 1.494, H83 1.033
20 N -2.994 -2.202 3.415  N21 1.349, C48 1.344
21 N -4.059 -2.854 2.905  N20 1.349, C25 1.314
22 C 0.153 -1.376 4.235  S2 1.836, C44 1.571, H66 1.116, H67 1.117
23 C 2.467 -2.181 2.259  N19 1.505, C41 1.582, H55 1.122, H56 1.112
24 C 1.508 2.403 -1.363  O12 1.444, C30 1.565, C51 1.596, H77 1.112
25 C -3.859 -4.148 2.792  O17 1.391, N21 1.314, H61 1.103
26 C 3.858 3.371 -4.830  F8 1.345, C49 1.382, C53 1.382
27 C -6.906 0.340 -2.214  F9 1.351, C39 1.382, C50 1.382
28 C -1.345 -0.844 0.366  P3 1.867, C38 1.587, H63 1.112, H73 1.120
29 C 1.152 -0.666 0.711  O13 1.399, N19 1.508, C38 1.569, H95 1.114
30 C 0.375 1.874 -2.305  C24 1.565, H74 1.120, H81 1.116, H86 1.113
31 C 0.912 4.027 5.780  C33 1.389, C45 1.389, H85 1.083
32 C 0.363 5.451 3.916  C45 1.390, C52 1.389, H80 1.083
33 C 1.438 3.085 4.906  C31 1.389, C43 1.381, H92 1.084
34 C 5.309 2.833 -6.652  C49 1.389, C54 1.390, H91 1.083
35 C 1.374 -3.086 -0.800  S1 1.861, O18 1.412, C47 1.581, H68 1.125
36 C 4.641 1.126 -5.089  C53 1.389, C54 1.389, H89 1.083
37 C -9.157 0.365 -0.620  C42 1.391, C46 1.389, H65 1.084
38 C -0.016 -1.696 0.524  O18 1.428, C28 1.587, C29 1.569, H69 1.117
39 C -6.856 -0.251 -0.965  C27 1.382, C42 1.389, H60 1.084
40 C 3.171 -4.380 -2.969  S1 1.861, F5 1.356, F6 1.348, F7 1.354
41 C 2.651 -1.133 3.429  C23 1.582, C44 1.573, H79 1.124, H84 1.121
42 C -7.988 -0.233 -0.162  C37 1.391, C39 1.389, H57 1.083
43 C 1.426 3.344 3.549  F4 1.358, C33 1.381, C52 1.381
44 C 1.671 -1.336 4.642  C22 1.571, C41 1.573, H58 1.121, H76 1.115
45 C 0.373 5.208 5.285  C31 1.389, C32 1.390, H90 1.083
46 C -9.193 0.951 -1.879  C37 1.389, C50 1.389, H64 1.083
47 C 2.653 -2.329 -0.261  N19 1.494, C35 1.581, H88 1.121, H94 1.118
48 C -2.089 -3.177 3.608  S2 1.793, O17 1.344, N20 1.344
49 C 4.553 3.768 -5.957  C26 1.382, C34 1.389, H71 1.083
50 C -8.058 0.944 -2.681  C27 1.382, C46 1.389, H93 1.083
51 C 1.776 1.451 -0.111  O13 1.438, C24 1.596, H62 1.128, H78 1.119
52 C 0.899 4.515 3.042  C32 1.389, C43 1.381, H59 1.084
53 C 3.894 2.063 -4.387  C26 1.382, C36 1.389, H75 1.081
54 C 5.350 1.512 -6.220  C34 1.390, C36 1.389, H87 1.083
55 H 3.415 -2.781 2.236  C23 1.122
56 H 1.636 -2.901 2.423  C23 1.112
57 H -7.959 -0.686 0.822  C42 1.083
58 H 1.792 -0.429 5.288  C44 1.121
59 H 0.909 4.690 1.972  C52 1.084
60 H -5.937 -0.718 -0.631  C39 1.084
61 H -4.537 -4.934 2.419  C25 1.103
62 H 2.854 1.527 0.211  C51 1.128
63 H -1.689 -0.400 1.325  C28 1.112
64 H -10.104 1.413 -2.238  C46 1.083
65 H -10.041 0.374 0.007  C37 1.084
66 H -0.046 -0.979 3.212  C22 1.116
67 H -0.414 -0.737 4.955  C22 1.117
68 H 1.296 -4.081 -0.279  C35 1.125
69 H -0.193 -2.370 1.397  C38 1.117
70 H 0.187 3.469 -0.437  O12 0.974
71 H 4.502 4.799 -6.283  C49 1.083
72 H -1.999 -3.986 -0.560  O14 0.981
73 H -1.117 -0.019 -0.357  C28 1.120
74 H -0.575 1.886 -1.711  C30 1.120
75 H 3.341 1.783 -3.500  C53 1.081
76 H 1.932 -2.216 5.274  C44 1.115
77 H 2.474 2.587 -1.880  C24 1.112
78 H 1.192 1.910 0.725  C51 1.119
79 H 2.531 -0.082 3.050  C41 1.124
80 H -0.060 6.370 3.531  C32 1.083
81 H 0.304 2.578 -3.167  C30 1.116
82 H -3.078 -1.263 -2.469  O16 0.978
83 H 3.180 -0.780 0.958  N19 1.033
84 H 3.693 -1.192 3.837  C41 1.121
85 H 0.923 3.840 6.846  C31 1.083
86 H 0.571 0.860 -2.722  C30 1.113
87 H 5.936 0.782 -6.765  C54 1.083
88 H 3.385 -3.116 0.053  C47 1.121
89 H 4.670 0.096 -4.755  C36 1.083
90 H -0.041 5.941 5.966  C45 1.083
91 H 5.865 3.134 -7.530  C34 1.083
92 H 1.855 2.155 5.273  C33 1.084
93 H -8.065 1.403 -3.662  C50 1.083
94 H 3.141 -1.768 -1.096  C47 1.118
95 H 0.895 0.010 1.558  C29 1.114